# 1
This record from the OMol25 dataset describes a structure of composition F4InN2O8S4. The level of theory is the ωB97M-V functional and the def2-TZVPD basis.

XYZ file:
```
19
F4InN2O8S4 (the ωB97M-V functional and the def2-TZVPD basis)
In -1.07 0.68 -1.01
N 2.47 -2.48 1.11
S 2.24 -1.02 2.23
O -2.05 0.74 -2.64
O 2.32 -1.29 3.59
F 3.06 0.14 1.59
S 6.02 -0.26 -6.21
O 5.90 1.17 -5.85
O 4.98 -0.98 -7.02
F 0.85 0.24 -0.94
N -3.00 0.15 2.07
S -1.53 -0.13 2.18
O -0.65 0.52 3.14
O -0.85 0.07 0.94
F -1.23 -1.64 2.21
S -4.10 1.01 1.40
O -3.37 1.42 0.18
O -4.87 1.83 2.30
F -5.12 -0.18 0.73
```

Total charge: +1
Total energy (Eh): -2892.8771
Highest occupied orbital energy (Eh): -0.4956
ΔE to the lowest compared entry with this formula, charge and spin (eV): 8.051
Largest force on an atom (eV/Å): 7.11
LUMO (eV): -11.906

The net atomic charges from Mulliken, expressed in e, are: 1.74 -0.02 0.87 -0.21 -0.26 -0.09 0.73 -0.36 -0.37 -0.54 -0.27 1.07 -0.51 -0.51 -0.17 1.17 -0.60 -0.43 -0.24

***

# 2
This record from the OMol25 dataset describes a structure of composition C28H40AsNOS4Si2Ta. The level of theory is the ωB97M-V functional and the def2-TZVPD basis.

XYZ file:
```
78
C28H40AsNOS4Si2Ta (the ωB97M-V functional and the def2-TZVPD basis)
Ta -0.39 -0.15 0.09
C 3.14 -0.85 -1.25
Si 1.92 -2.22 -1.40
C 2.74 -3.87 -1.51
C 0.69 -1.95 -2.77
C 0.75 -2.15 0.14
C -0.57 -2.81 -0.11
C -0.81 -4.17 -0.29
C -2.11 -4.58 -0.50
C -3.16 -3.65 -0.51
C -2.86 -2.33 -0.33
N -1.58 -1.93 -0.13
Si 1.42 -2.32 1.97
C 2.11 -0.62 2.33
C 2.68 -3.66 1.98
C -0.05 -2.70 3.03
H 3.50 -0.55 -2.24
H 4.03 -1.17 -0.69
H 2.75 0.04 -0.76
H 3.10 -4.02 -2.53
H 2.09 -4.71 -1.27
H 3.62 -3.92 -0.85
H 1.20 -1.89 -3.73
H 0.12 -1.02 -2.65
H -0.02 -2.77 -2.83
H 0.01 -4.87 -0.27
H -2.33 -5.63 -0.66
H -4.19 -3.96 -0.66
H -3.62 -1.56 -0.34
H 2.88 -0.34 1.60
H 2.58 -0.61 3.32
H 1.35 0.17 2.35
H 3.60 -3.36 1.48
H 2.31 -4.58 1.51
H 2.94 -3.91 3.02
H -0.89 -2.02 2.87
H 0.23 -2.62 4.09
H -0.41 -3.72 2.87
C -4.54 0.61 1.51
As -3.16 1.51 2.47
C -3.54 1.42 4.33
C -3.05 3.32 1.90
S -1.21 0.52 2.25
H -5.49 1.05 1.80
H -4.54 -0.45 1.78
H -4.40 0.73 0.44
H -4.50 1.93 4.48
H -2.76 1.93 4.90
H -3.62 0.39 4.65
H -4.06 3.74 1.91
H -2.64 3.37 0.89
H -2.42 3.87 2.59
O 0.64 1.26 -0.27
C 0.87 2.27 -1.33
C 0.18 3.52 -0.84
C 0.24 4.04 0.43
C -0.43 5.29 0.53
C -0.96 5.69 -0.66
S -0.68 4.56 -1.90
C 0.08 1.62 -2.44
C -1.28 1.30 -2.26
C -1.83 0.63 -3.40
C -0.90 0.47 -4.37
S 0.64 1.09 -3.93
C 2.33 2.54 -1.53
C 3.30 2.43 -0.58
C 4.56 2.91 -1.04
C 4.50 3.37 -2.31
S 2.93 3.25 -2.97
H 0.77 3.56 1.24
H -0.48 5.89 1.43
H -1.50 6.60 -0.87
H -1.86 1.66 -1.41
H -2.86 0.34 -3.49
H -1.03 0.03 -5.35
H 3.13 2.04 0.41
H 5.47 2.91 -0.44
H 5.30 3.79 -2.91
```

Total charge: +3
Total energy (Eh): -5684.5764
Highest occupied orbital energy (Eh): -0.5771
Largest force on an atom (eV/Å): 2.59
LUMO (eV): -10.773

The net atomic charges from Mulliken, expressed in e, are: -1.81 -0.31 0.06 -1.03 -0.45 1.74 -0.62 -0.77 -0.54 -1.08 -0.48 0.73 0.28 -0.59 -1.16 -0.86 0.44 0.55 -0.57 0.45 0.32 0.36 0.62 -0.43 0.37 0.55 0.54 0.51 0.59 0.22 0.67 -0.01 0.32 0.38 0.42 0.20 0.47 0.35 -1.06 0.61 -1.10 -0.87 -0.36 0.50 0.39 0.34 0.45 0.43 0.41 0.53 0.11 0.41 0.72 4.49 -0.39 -0.54 -0.92 -0.49 -0.04 -0.97 -0.90 -1.13 -0.55 0.00 -0.91 -0.45 -0.81 -0.57 -0.01 0.58 0.55 0.53 1.08 0.51 0.55 0.47 0.47 0.55

***

Question: Which of these has the lowest highest occupied orbital energy?
Answer: C28H40AsNOS4Si2Ta

***

Question: Which value of LUMO does entry 1 give?
Answer: -11.906 eV

***

Please write out number 2 again, unchanged.
This record from the OMol25 dataset describes a structure of composition C28H40AsNOS4Si2Ta. The level of theory is the ωB97M-V functional and the def2-TZVPD basis.

XYZ file:
```
78
C28H40AsNOS4Si2Ta (the ωB97M-V functional and the def2-TZVPD basis)
Ta -0.39 -0.15 0.09
C 3.14 -0.85 -1.25
Si 1.92 -2.22 -1.40
C 2.74 -3.87 -1.51
C 0.69 -1.95 -2.77
C 0.75 -2.15 0.14
C -0.57 -2.81 -0.11
C -0.81 -4.17 -0.29
C -2.11 -4.58 -0.50
C -3.16 -3.65 -0.51
C -2.86 -2.33 -0.33
N -1.58 -1.93 -0.13
Si 1.42 -2.32 1.97
C 2.11 -0.62 2.33
C 2.68 -3.66 1.98
C -0.05 -2.70 3.03
H 3.50 -0.55 -2.24
H 4.03 -1.17 -0.69
H 2.75 0.04 -0.76
H 3.10 -4.02 -2.53
H 2.09 -4.71 -1.27
H 3.62 -3.92 -0.85
H 1.20 -1.89 -3.73
H 0.12 -1.02 -2.65
H -0.02 -2.77 -2.83
H 0.01 -4.87 -0.27
H -2.33 -5.63 -0.66
H -4.19 -3.96 -0.66
H -3.62 -1.56 -0.34
H 2.88 -0.34 1.60
H 2.58 -0.61 3.32
H 1.35 0.17 2.35
H 3.60 -3.36 1.48
H 2.31 -4.58 1.51
H 2.94 -3.91 3.02
H -0.89 -2.02 2.87
H 0.23 -2.62 4.09
H -0.41 -3.72 2.87
C -4.54 0.61 1.51
As -3.16 1.51 2.47
C -3.54 1.42 4.33
C -3.05 3.32 1.90
S -1.21 0.52 2.25
H -5.49 1.05 1.80
H -4.54 -0.45 1.78
H -4.40 0.73 0.44
H -4.50 1.93 4.48
H -2.76 1.93 4.90
H -3.62 0.39 4.65
H -4.06 3.74 1.91
H -2.64 3.37 0.89
H -2.42 3.87 2.59
O 0.64 1.26 -0.27
C 0.87 2.27 -1.33
C 0.18 3.52 -0.84
C 0.24 4.04 0.43
C -0.43 5.29 0.53
C -0.96 5.69 -0.66
S -0.68 4.56 -1.90
C 0.08 1.62 -2.44
C -1.28 1.30 -2.26
C -1.83 0.63 -3.40
C -0.90 0.47 -4.37
S 0.64 1.09 -3.93
C 2.33 2.54 -1.53
C 3.30 2.43 -0.58
C 4.56 2.91 -1.04
C 4.50 3.37 -2.31
S 2.93 3.25 -2.97
H 0.77 3.56 1.24
H -0.48 5.89 1.43
H -1.50 6.60 -0.87
H -1.86 1.66 -1.41
H -2.86 0.34 -3.49
H -1.03 0.03 -5.35
H 3.13 2.04 0.41
H 5.47 2.91 -0.44
H 5.30 3.79 -2.91
```

Total charge: +3
Total energy (Eh): -5684.5764
Highest occupied orbital energy (Eh): -0.5771
Largest force on an atom (eV/Å): 2.59
LUMO (eV): -10.773

The net atomic charges from Mulliken, expressed in e, are: -1.81 -0.31 0.06 -1.03 -0.45 1.74 -0.62 -0.77 -0.54 -1.08 -0.48 0.73 0.28 -0.59 -1.16 -0.86 0.44 0.55 -0.57 0.45 0.32 0.36 0.62 -0.43 0.37 0.55 0.54 0.51 0.59 0.22 0.67 -0.01 0.32 0.38 0.42 0.20 0.47 0.35 -1.06 0.61 -1.10 -0.87 -0.36 0.50 0.39 0.34 0.45 0.43 0.41 0.53 0.11 0.41 0.72 4.49 -0.39 -0.54 -0.92 -0.49 -0.04 -0.97 -0.90 -1.13 -0.55 0.00 -0.91 -0.45 -0.81 -0.57 -0.01 0.58 0.55 0.53 1.08 0.51 0.55 0.47 0.47 0.55